{
  "formula": "C26H27BaN3O8Si",
  "method": "ωB97M-V/def2-TZVPD",
  "symbols": ["Ba", "C", "Si", "C", "N", "C", "C", "C", "C", "C", "C", "C", "C", "C", "C", "C", "C", "C", "C", "C", "C", "C", "H", "H", "H", "H", "H", "H", "H", "H", "H", "H", "H", "H", "H", "H", "H", "H", "H", "H", "H", "H", "H", "H", "H", "H", "O", "O", "O", "C", "O", "C", "C", "C", "C", "C", "C", "N", "O", "O", "N", "O", "O", "H", "H", "H"],
  "positions_angstrom": [[0.423, 0.949, 0.532], [-1.255, -1.799, -1.444], [-2.721, -0.607, -1.241], [-2.356, 1.102, -1.929], [-1.700, 2.138, -1.102], [-0.933, 3.085, -1.938], [-1.807, 4.236, -2.407], [-2.195, 5.089, -1.189], [-2.233, 4.230, 0.082], [-2.687, 2.819, -0.236], [-4.117, -1.184, -2.318], [-5.231, -1.886, -1.856], [-6.220, -2.325, -2.731], [-6.110, -2.071, -4.088], [-5.007, -1.381, -4.575], [-4.026, -0.943, -3.697], [-3.269, -0.651, 0.551], [-2.621, -1.438, 1.507], [-3.075, -1.523, 2.823], [-4.190, -0.802, 3.209], [-4.857, -0.007, 2.283], [-4.407, 0.056, 0.975], [-1.651, -2.672, -1.985], [-0.862, -2.187, -0.502], [-3.297, 1.495, -2.350], [-1.708, 0.856, -2.777], [-0.487, 2.508, -2.746], [-0.090, 3.495, -1.360], [-2.694, 3.824, -2.896], [-1.298, 4.835, -3.165], [-3.171, 5.553, -1.342], [-1.484, 5.909, -1.065], [-2.891, 4.664, 0.837], [-1.247, 4.183, 0.555], [-3.669, 2.851, -0.739], [-2.832, 2.232, 0.671], [-5.344, -2.092, -0.797], [-7.077, -2.865, -2.346], [-6.881, -2.412, -4.769], [-4.909, -1.182, -5.635], [-3.175, -0.412, -4.109], [-1.751, -2.024, 1.247], [-2.551, -2.151, 3.533], [-4.552, -0.849, 4.229], [-5.734, 0.555, 2.579], [-4.961, 0.667, 0.269], [0.202, -0.166, -1.397], [-0.184, -1.279, -2.221], [-1.036, 1.596, 2.441], [-0.488, 0.725, 3.177], [0.341, -0.127, 2.737], [-0.868, 0.687, 4.623], [-2.003, 1.401, 5.006], [-2.400, 1.330, 6.319], [-1.738, 0.608, 7.293], [-0.620, -0.068, 6.853], [-0.165, -0.063, 5.553], [0.137, -0.871, 7.869], [1.150, -1.424, 7.495], [-0.314, -0.912, 8.994], [-3.639, 2.063, 6.732], [-4.309, 2.558, 5.849], [-3.893, 2.105, 7.916], [-2.549, 1.977, 4.277], [-2.070, 0.574, 8.317], [0.704, -0.636, 5.263]],
  "total_charge": 0,
  "homo_lumo_gap_ev": 7.3,
  "spin_multiplicity": 1,
  "e_homo_ev": -8.2,
  "e_lumo_ha": -0.0321,
  "e_tot_ha": -2087.9759
}